ORCA calculation (the ωB97M-V functional and the def2-TZVPD basis) on a structure of composition C24H29F3N10OW.

```
! RIJCOSX wB97M-V def2-TZVPD def2/J DEFGRID3
* xyz 2 1
W 0.3394 -0.7796 -0.2627
N 1.6607 -1.7270 1.3657
C 2.9181 -2.3036 0.8275
C 3.4805 -1.2863 -0.1327
N 2.4189 -0.9927 -1.1159
H 1.8887 -0.9499 1.9861
H 1.1766 -2.4195 1.9303
H 2.6612 -3.2242 0.3040
H 3.6459 -2.5265 1.6071
H 4.3897 -1.6495 -0.6107
H 3.7176 -0.3611 0.3959
H 2.3267 -1.7391 -1.8033
H 2.6533 -0.1415 -1.6231
N -1.6920 1.9330 -0.1768
C -2.3635 0.9261 0.4031
N -3.5773 1.2151 0.8296
C -4.2633 0.2286 1.4021
N -5.4891 0.4691 1.8317
N -3.7620 -1.0189 1.5879
C -2.5686 -1.2302 1.1311
N -1.7692 -0.3275 0.4832
C -2.0345 -2.5930 1.3228
C -2.7910 -3.6134 1.8824
C -2.2427 -4.8781 1.9475
C -0.9739 -5.0877 1.4185
C -0.2957 -4.0157 0.8777
N -0.8058 -2.7753 0.8633
H -2.0820 2.8401 0.0378
H -0.6868 1.8442 -0.1936
H -5.9004 1.3753 1.6783
H -6.0320 -0.2745 2.2379
H -3.7874 -3.4038 2.2406
H -2.8056 -5.6928 2.3820
H -0.5170 -6.0668 1.4093
H 0.6657 -4.1485 0.4010
F -3.1910 2.1177 -5.6515
C -1.8717 1.9276 -5.7488
F -1.2939 3.0953 -6.0271
F -1.6437 1.0864 -6.7603
C -1.3397 1.3391 -4.4553
C -1.8412 0.1235 -4.0113
C -1.3418 -0.4135 -2.8473
N -0.4121 0.2201 -2.1089
C 0.0585 1.3959 -2.5404
C -0.3655 1.9837 -3.7159
H -2.5990 -0.4070 -4.5712
H -1.6535 -1.3841 -2.4890
H 0.7883 1.8725 -1.9026
H 0.0522 2.9270 -4.0365
O 0.3248 -2.1367 -1.4073
C 3.3535 2.3044 -0.7787
C 2.8602 2.4353 0.6368
C 3.5220 3.3114 1.4888
C 3.1256 3.4742 2.8047
C 2.0394 2.7650 3.2905
C 1.3363 1.8903 2.4760
C 0.1253 1.1855 3.0261
C 1.7553 1.7110 1.1351
N 1.0560 0.7725 0.3884
H 4.1747 2.9963 -0.9542
H 2.5870 2.5392 -1.5175
H 3.7483 1.3081 -0.9938
H 4.3665 3.8734 1.1110
H 3.6595 4.1583 3.4501
H 1.7244 2.9011 4.3173
H 0.0244 1.3848 4.0909
H 0.1543 0.0991 2.8996
H -0.7864 1.5374 2.5367
*
```

The total energy comes out at -52275.65170 eV. As for the energy above the lowest of the compared OMol25 structures with the same formula, charge and spin: 138.91 kJ/mol.

---

ORCA calculation (the ωB97M-V functional and the def2-TZVPD basis) on a cluster of 2 separate species, C24H29F3NO8S3 in total.

```
! RIJCOSX wB97M-V def2-TZVPD def2/J DEFGRID3
* xyz -1 1
C -2.4204 -3.3649 -3.0059
C -1.2408 -2.3975 -2.9137
C -1.0515 -1.4967 -4.1198
C 0.1877 -0.5880 -4.0160
C 0.2316 0.4167 -2.9282
C 1.5432 0.9308 -2.5064
O 1.7820 1.7237 -1.6078
O 2.5187 0.3906 -3.2919
C 3.8142 1.0068 -3.1790
C 4.6877 0.5095 -4.3067
C -0.7550 1.4884 -3.0052
O -0.6794 2.6231 -2.5352
O -1.8369 1.1274 -3.7405
C -2.8404 2.1536 -3.7912
C -3.7703 1.9121 -4.9508
H -2.4610 -3.9538 -2.0849
H -3.3779 -2.8471 -3.1174
H -2.2961 -4.0547 -3.8469
H -1.3169 -1.7812 -2.0081
H -0.3190 -2.9814 -2.8008
H -0.9098 -2.1047 -5.0248
H -1.9191 -0.8489 -4.2786
H 1.1006 -1.1917 -3.9491
H 0.2410 -0.0299 -4.9689
H 3.6913 2.0940 -3.2469
H 4.2269 0.7622 -2.1920
H 5.6549 1.0101 -4.2424
H 4.8651 -0.5690 -4.2686
H 4.2503 0.7482 -5.2803
H -3.3482 2.1462 -2.8154
H -2.3355 3.1171 -3.9142
H -4.5851 2.6333 -4.8862
H -3.2537 2.0905 -5.8994
H -4.1991 0.9065 -4.9550
F 2.0599 2.0450 1.3394
C 1.8789 0.9982 2.1758
F 3.0505 0.7372 2.7995
F 0.9552 1.3351 3.1212
S 1.2703 -0.4364 1.1359
N 0.5976 -1.3288 2.4422
S 1.5799 -2.1999 3.7490
C 1.5237 -1.3551 5.3601
C 2.7533 -1.1068 5.9756
C 2.7910 -0.5314 7.2502
C 1.6065 -0.2107 7.9131
C 0.3760 -0.5102 7.3147
C 0.3371 -1.0935 6.0395
O 0.9286 -3.4769 3.8358
O 2.9410 -2.0781 3.2982
S -1.0810 -1.6262 2.3779
C -1.6389 0.0095 1.9297
C -2.4122 0.7513 2.8221
C -2.7295 2.0710 2.4956
C -2.2655 2.6418 1.3055
C -1.5060 1.8712 0.4215
C -1.3389 0.5149 0.6640
O -1.3331 -2.5518 1.3045
O -1.5367 -1.8765 3.7176
H 3.6736 -1.3421 5.4557
H 3.7571 -0.3313 7.7156
H 1.6383 0.2692 8.8972
H -0.5533 -0.2859 7.8434
H -0.6117 -1.3269 5.5676
H -2.7337 0.3121 3.7690
H -3.3281 2.6712 3.1816
H -2.5062 3.6724 1.0501
H -1.0409 2.3201 -0.4556
H -0.9820 -0.1333 -0.1349
*
```

The total energy comes out at -83886.17509 eV. As for the energy above the lowest of the compared OMol25 structures with the same formula, charge and spin: 47.92 kJ/mol.

---

ORCA calculation (the ωB97M-V functional and the def2-TZVPD basis) on an isolated molecule of C24H29FN2O3.

```
! RIJCOSX wB97M-V def2-TZVPD def2/J DEFGRID3
* xyz 0 1
C -7.8201 -2.0237 -0.1437
C -6.8635 -0.9211 -0.5865
C -6.5297 -1.0468 -2.0734
O -5.6954 -1.0673 0.2109
C -4.8186 -0.0420 0.3516
C -4.9493 1.2317 -0.1940
C -3.9791 2.1904 0.0423
C -2.8637 1.9189 0.8203
C -1.7870 2.9493 1.0112
C -0.8433 2.9703 -0.2016
N -0.2126 1.6860 -0.4002
C 1.1042 1.4761 -0.1962
O 1.8899 2.3634 0.0586
C 1.5107 0.0060 -0.3046
C 1.3133 -0.6810 1.0472
C 1.6632 -2.1523 0.8977
C 3.0174 -2.4050 0.2583
O 3.5862 -3.4719 0.4087
N 3.5274 -1.4251 -0.5197
C 4.8379 -1.6188 -1.1164
C 5.8862 -0.7844 -0.4293
C 6.1390 -0.9784 0.9245
C 7.0806 -0.2091 1.5829
C 7.7912 0.7648 0.9011
C 7.5321 0.9445 -0.4441
F 8.2189 1.8869 -1.1249
C 6.5890 0.1919 -1.1195
C 2.9843 -0.0928 -0.6773
C -2.7413 0.6449 1.3657
C -3.6980 -0.3206 1.1382
H -8.7458 -1.9639 -0.7086
H -8.0416 -1.9219 0.9153
H -7.3619 -2.9950 -0.3089
H -7.3278 0.0554 -0.3859
H -5.8049 -0.2942 -2.3748
H -6.1062 -2.0288 -2.2702
H -7.4308 -0.9248 -2.6679
H -5.8014 1.4961 -0.8003
H -4.1000 3.1742 -0.3885
H -1.2057 2.7246 1.9068
H -2.2266 3.9413 1.1226
H -1.4056 3.2350 -1.1029
H -0.0407 3.6944 -0.0497
H -0.8335 0.9010 -0.5255
H 0.8928 -0.4926 -1.0583
H 0.2808 -0.5765 1.3879
H 1.9647 -0.2081 1.7850
H 1.6618 -2.6608 1.8632
H 0.9207 -2.6538 0.2695
H 5.0736 -2.6815 -1.0042
H 4.7857 -1.3690 -2.1807
H 5.5936 -1.7441 1.4552
H 7.2684 -0.3685 2.6338
H 8.5319 1.3750 1.3926
H 6.4176 0.3711 -2.1698
H 3.5464 0.6178 -0.0562
H 3.1220 0.2081 -1.7222
H -1.8896 0.4120 1.9898
H -3.6077 -1.3069 1.5655
*
```

The total energy comes out at -37200.51422 eV. As for the energy above the lowest of the compared OMol25 structures with the same formula, charge and spin: 18.26 kJ/mol.

---

ORCA calculation (the ωB97M-V functional and the def2-TZVPD basis) on an isolated molecule of C24H29FN4O4.

```
! RIJCOSX wB97M-V def2-TZVPD def2/J DEFGRID3
* xyz 0 1
C -5.6422 -5.4773 -0.0515
C -6.2627 -4.1854 0.4682
C -5.9267 -2.9794 -0.4130
N -4.5173 -2.6790 -0.4085
C -3.9697 -1.6150 0.1814
O -4.5608 -0.7051 0.7388
C -2.4419 -1.6328 0.0754
O -1.8445 -2.5322 -0.4937
N -1.8897 -0.5847 0.6936
C -0.4793 -0.3073 0.6838
C -0.1292 0.8404 -0.2915
C -0.6002 2.2116 0.1549
C -1.1635 2.4779 1.3916
C -1.5693 3.7617 1.7591
C -1.3831 4.7668 0.8456
C -0.8083 4.5109 -0.4018
C -0.4147 3.2510 -0.7670
O -0.7328 5.6785 -1.1132
C -1.2858 6.6758 -0.2812
O -1.6816 6.0988 0.9447
N 1.2850 0.9341 -0.6100
C 2.1593 1.1875 0.5170
C 3.5276 1.6392 -0.0122
N 4.0991 0.6189 -0.8664
C 4.9002 -0.3732 -0.3223
C 5.9003 -0.0295 0.5990
C 6.7598 -0.9743 1.1182
C 6.6413 -2.2905 0.7117
F 7.4830 -3.2231 1.2193
C 5.6818 -2.6671 -0.2062
C 4.8182 -1.7152 -0.7140
C 3.1897 0.3286 -1.9522
C 1.8182 -0.1277 -1.4392
H -5.9575 -6.3182 0.5612
H -5.9541 -5.6657 -1.0768
H -4.5563 -5.4291 -0.0221
H -7.3485 -4.2894 0.5011
H -5.9123 -3.9901 1.4832
H -6.2481 -3.1699 -1.4421
H -6.4353 -2.0879 -0.0377
H -3.8648 -3.3426 -0.8085
H -2.5402 0.0991 1.0631
H -0.1325 -0.0820 1.6950
H 0.0071 -1.2231 0.3369
H -0.6380 0.6122 -1.2385
H -1.2999 1.6918 2.1162
H -2.0106 3.9562 2.7218
H 0.0339 3.0580 -1.7262
H -0.5337 7.4588 -0.0941
H -2.1614 7.1260 -0.7764
H 1.7212 1.9768 1.1305
H 2.3062 0.2876 1.1406
H 4.1859 1.8569 0.8257
H 3.3958 2.5485 -0.6062
H 6.0256 0.9987 0.8993
H 7.5258 -0.6977 1.8255
H 5.6062 -3.6988 -0.5121
H 4.0689 -2.0399 -1.4174
H 3.6276 -0.4090 -2.6232
H 3.0523 1.2606 -2.5106
H 1.1435 -0.2961 -2.2807
H 1.9327 -1.0749 -0.8860
*
```

The total energy comes out at -42227.05571 eV. As for the energy above the lowest of the compared OMol25 structures with the same formula, charge and spin: 183.75 kJ/mol.